Entry 1:
Entry from OMol25: C39H92CdNO17Zn as an isolated structure in a non-equilibrium geometry (wB97M-V/def2-TZVPD).

The calculation puts the HOMO energy at -7.92 eV. The charge is +1. As for the multiplicity: 1.

Each line ends with the Löwdin charge.
Positions of all 151 atoms, in Å:
Zn1 0.03667 2.51846 -2.19494  0.90
Cd1 -0.25324 -3.10828 3.14890  1.49
C1 -0.86371 1.45461 -5.97230  -0.04
C2 -2.27604 1.76776 -5.49358  -0.49
C3 -3.26158 1.12934 -6.49938  -0.13
C4 -3.43471 -0.36890 -6.23103  -0.19
C5 -3.70187 -0.67604 -4.76784  -0.15
C6 -2.63802 -0.11654 -3.79516  -0.47
N1 -2.44118 1.29948 -4.09532  -0.15
O1 -1.79024 2.02606 -3.14249  -0.25
C7 -1.36498 -0.98502 -3.89344  -0.03
C8 -3.24382 -0.37795 -2.38532  -0.03
C9 -2.50354 3.28566 -5.60109  -0.04
H1 -0.64057 1.94463 -6.92197  0.09
H2 -0.67976 0.39151 -6.12210  0.06
H3 -0.15918 1.81485 -5.21793  0.06
H4 -2.94831 1.22612 -7.53804  0.12
H5 -4.24566 1.59247 -6.39710  0.12
H6 -2.58632 -0.94537 -6.61138  0.10
H7 -4.29202 -0.76520 -6.78161  0.11
H8 -3.95053 -1.72312 -4.58893  0.12
H9 -4.66956 -0.19297 -4.58704  0.12
H10 -0.49743 -0.49067 -3.45049  0.06
H11 -1.09868 -1.26408 -4.91365  0.06
H12 -1.49396 -1.93692 -3.37137  0.08
H13 -3.93723 0.41658 -2.10603  0.09
H14 -2.47346 -0.38626 -1.60977  0.06
H15 -3.77183 -1.33019 -2.34920  0.08
H16 -3.42182 3.59379 -5.09861  0.09
H17 -2.53557 3.67231 -6.61999  0.09
H18 -1.70854 3.84826 -5.10573  0.07
C10 0.67379 -1.22254 -0.45132  0.05
C11 0.41320 0.07621 -0.81435  -0.35
C12 -0.43051 0.99425 0.00113  -0.29
O2 -0.66467 2.15945 -0.42914  -0.03
C13 -0.91663 0.60044 1.22616  0.03
C14 -0.60089 -0.67152 1.73976  -0.29
C15 0.24046 -1.66420 0.82556  -0.31
O3 0.47833 -2.79899 1.29841  -0.18
O4 -0.87272 -1.11963 2.88895  -0.16
O5 0.93655 0.54864 -1.84903  -0.01
H19 1.28026 -1.90201 -1.02943  0.11
H20 -1.50382 1.30209 1.80119  0.11
C16 -4.26242 -0.74249 1.13852  -0.09
C17 -4.76535 -0.62728 2.58128  -0.32
O6 -5.57046 0.52104 2.68971  -0.07
H21 -3.64511 -1.64169 1.03716  0.06
H22 -3.68849 0.12926 0.82527  0.05
H23 -5.12080 -0.83399 0.47270  0.08
H24 -3.87811 -0.58255 3.22419  0.09
H25 -5.34496 -1.51718 2.83184  0.11
H26 -5.04849 1.27032 3.02670  0.04
C18 2.24301 -2.31772 -4.69007  -0.09
C19 3.76357 -2.30656 -4.74440  -0.31
O7 4.15604 -2.21140 -6.11535  -0.08
H27 1.84505 -3.28019 -5.01521  0.08
H28 1.77371 -1.50257 -5.23740  0.07
H29 1.89764 -2.25881 -3.65103  0.05
H30 4.16529 -3.20615 -4.27869  0.10
H31 4.18140 -1.43116 -4.23998  0.11
H32 4.20806 -1.28075 -6.34317  0.08
C20 2.97777 -0.66753 4.21923  -0.06
C21 2.75766 -2.07834 3.69470  -0.25
O8 1.58301 -2.61949 4.33715  -0.18
H33 3.92597 -0.17325 4.00472  0.08
H34 3.02561 -0.69175 5.31426  0.09
H35 2.16274 0.01438 3.97470  0.05
H36 3.62732 -2.69470 3.92467  0.12
H37 2.62381 -2.06861 2.61427  0.10
H38 1.78673 -2.64879 5.27932  0.11
C22 3.42020 -3.78716 -0.58515  -0.08
C23 4.68519 -3.15394 -0.05249  -0.29
O9 4.87598 -3.66679 1.26766  -0.09
H39 2.52700 -3.40557 -0.09083  0.04
H40 3.46059 -4.87427 -0.53732  0.09
H41 3.27116 -3.51744 -1.63414  0.07
H42 4.63336 -2.06223 -0.02560  0.09
H43 5.55344 -3.42868 -0.65645  0.12
H44 5.57135 -3.22080 1.75719  0.08
C24 -0.50816 0.38872 6.25881  -0.07
C25 -1.89817 0.34784 5.64939  -0.27
O10 -1.88676 1.03312 4.39978  -0.13
H45 -0.50134 -0.11742 7.22660  0.08
H46 -0.08470 1.38599 6.36036  0.07
H47 0.13746 -0.20004 5.59961  0.05
H48 -2.59375 0.86508 6.30867  0.13
H49 -2.19884 -0.69753 5.55157  0.11
H50 -1.59455 0.43095 3.69998  0.03
C26 0.30537 -5.04998 -1.45252  -0.09
C27 -0.66803 -5.76190 -2.37854  -0.28
O11 -1.55246 -6.64040 -1.63688  -0.10
H51 1.04915 -4.50548 -2.03746  0.06
H52 0.81919 -5.72474 -0.77149  0.07
H53 -0.24008 -4.27906 -0.90119  0.06
H54 -0.08816 -6.45562 -2.98686  0.11
H55 -1.31703 -5.11453 -2.96610  0.11
H56 -2.28947 -6.08796 -1.35878  0.07
C28 -0.12774 -6.87762 1.88683  -0.07
C29 -0.14334 -6.27121 3.29072  -0.25
O12 0.57542 -5.01905 3.27904  -0.19
H57 -0.72435 -7.79260 1.86377  0.09
H58 0.87867 -7.18720 1.60417  0.09
H59 -0.61813 -6.24012 1.15210  0.06
H60 0.32692 -6.97469 3.97476  0.12
H61 -1.20343 -6.12702 3.49288  0.12
H62 1.52550 -5.15826 3.18945  0.12
C30 -4.51637 4.51767 2.16141  -0.07
C31 -3.48675 3.37059 2.22381  -0.29
O13 -3.86220 2.62378 3.38173  -0.11
H63 -4.44830 5.17627 3.02703  0.08
H64 -5.53613 4.15591 2.04309  0.08
H65 -4.29820 5.17411 1.31404  0.07
H66 -2.51792 3.85463 2.36494  0.07
H67 -3.59305 2.73049 1.34538  0.12
H68 -3.07029 2.11053 3.62884  0.04
C32 3.79161 4.61386 -1.52205  -0.06
C33 2.32093 4.63989 -1.13418  -0.24
O14 1.79993 3.28880 -1.23979  -0.16
H69 3.98941 4.27095 -2.53620  0.08
H70 4.38061 4.07596 -0.78179  0.07
H71 4.13026 5.65445 -1.51058  0.08
H72 1.68508 5.33207 -1.68139  0.12
H73 2.17320 4.81190 -0.06443  0.10
H74 2.23721 2.83820 -0.48188  0.04
C34 5.06383 0.97169 1.10741  -0.06
C35 3.62281 0.99784 0.62162  -0.28
O15 3.01942 2.25519 0.87209  -0.10
H75 5.67816 1.69280 0.56883  0.08
H76 5.49574 -0.02664 1.01077  0.06
H77 5.14224 1.20661 2.17143  0.07
H78 3.07806 0.16551 1.08348  0.10
H79 3.56835 0.82284 -0.45446  0.12
H80 3.09377 2.42629 1.82524  0.06
C36 0.92564 2.39255 3.18994  -0.08
C37 1.88493 3.07373 4.16149  -0.27
O16 3.22499 3.06253 3.64718  -0.09
H81 -0.07562 2.34373 3.61693  0.07
H82 1.27083 1.38276 2.96697  0.05
H83 0.88892 2.99277 2.28207  0.06
H84 1.89612 2.63465 5.16244  0.11
H85 1.59644 4.12279 4.26041  0.10
H86 3.69406 3.76822 4.10055  0.10
C38 -0.03614 5.52835 2.24997  -0.07
C39 -1.05082 5.04671 1.24581  -0.31
O17 -0.86427 5.72863 0.00232  -0.06
H87 0.97008 5.35284 1.85750  0.07
H88 -0.12537 5.07150 3.23525  0.07
H89 -0.05589 6.61451 2.36824  0.09
H90 -2.06011 5.26347 1.60669  0.08
H91 -0.95545 3.97767 1.05961  0.08
H92 -1.01412 6.66945 0.13166  0.09

=====

Entry 2:
Entry from OMol25: a 12-piece molecular cluster, C39H93N3O27S9 overall in a non-equilibrium geometry (wB97M-V/def2-TZVPD).

The calculation puts the HOMO energy at -10.45 eV. As for the energy above the lowest of the compared OMol25 structures with the same formula, charge and spin: 378.05 kJ/mol. As for the multiplicity: 1.

Each line ends with the Löwdin charge.
Positions of all 171 atoms, in Å:
O1 15.85524 18.67326 17.00002  -0.27
S1 15.12016 17.59348 16.36032  0.66
O2 15.76850 16.39761 15.86072  -0.27
O3 13.88128 17.13950 17.35463  -0.28
C1 13.10306 18.07713 17.96339  -0.31
C2 12.08922 17.40618 18.95950  -0.02
C3 14.07274 18.32426 15.13746  -0.10
H1 12.43918 18.56932 17.25266  0.11
H2 13.70933 18.87506 18.39220  0.12
H3 11.26748 18.02610 19.31802  0.08
H4 12.57957 16.86720 19.77016  0.06
H5 11.63155 16.58722 18.40458  0.07
H6 13.28794 17.59617 14.93238  0.06
H7 14.69916 18.35326 14.24590  0.04
H8 13.73196 19.32410 15.40636  0.09
O4 22.24380 12.17568 19.87508  -0.32
S2 22.43367 11.28070 18.72310  0.70
O5 21.79125 9.91888 18.75644  -0.32
O6 21.84914 12.10620 17.38920  -0.27
C4 20.42737 12.08718 17.20338  -0.27
C5 19.88270 13.39558 17.76884  -0.05
C6 24.13226 11.16010 18.26644  -0.12
H9 20.00027 11.30892 17.83584  0.09
H10 20.23517 11.84858 16.15734  0.11
H11 19.70546 13.35260 18.84348  0.07
H12 18.87390 13.51358 17.37324  0.04
H13 20.46369 14.22114 17.35778  0.09
H14 24.71307 10.62966 19.02103  0.08
H15 24.59138 12.11936 18.02742  0.08
H16 24.04098 10.48684 17.41412  0.06
O7 13.24049 16.59364 11.82664  -0.31
S3 12.53144 15.36410 12.33978  0.77
O8 13.13261 13.98850 12.35408  -0.32
O9 11.99613 15.77212 13.86906  -0.28
C7 11.41980 14.79410 14.67018  -0.28
C8 12.37103 14.31680 15.84790  -0.02
C9 10.90864 15.23164 11.49834  -0.10
H17 11.04138 13.97180 14.06296  0.08
H18 10.49543 15.15766 15.11902  0.12
H19 13.25290 13.74954 15.55018  0.06
H20 11.78629 13.66450 16.49651  0.08
H21 12.64607 15.20922 16.41006  0.05
H22 10.31215 16.13924 11.59090  0.08
H23 10.30448 14.40812 11.87896  0.05
H24 11.14460 15.05302 10.44928  0.07
O10 17.08358 19.38315 13.99278  -0.33
S4 17.55843 19.87186 12.67308  0.73
O11 18.89412 20.48886 12.59006  -0.29
O12 17.40835 18.63264 11.55420  -0.27
C10 16.35101 17.69654 11.66520  -0.28
C11 16.94097 16.43992 12.27478  -0.06
C12 16.20943 21.01160 11.96610  -0.09
H25 15.88777 17.56178 10.68778  0.13
H26 15.51795 18.00874 12.29500  0.08
H27 16.15333 15.81240 12.69184  0.07
H28 17.53451 16.66692 13.16036  0.08
H29 17.54113 15.82544 11.60374  0.04
H30 15.23416 20.52934 11.89998  0.06
H31 16.56373 21.36074 10.99622  0.06
H32 16.06111 21.88798 12.59702  0.06
O13 13.78114 15.15558 21.52790  -0.31
S5 13.15515 13.89886 21.08136  0.70
O14 11.72481 13.74774 20.84992  -0.30
O15 13.96100 13.34368 19.70322  -0.26
C13 15.18267 13.93272 19.43770  -0.33
C14 15.46424 13.79014 17.96486  -0.05
C15 13.68534 12.53322 22.22354  -0.09
H33 15.94874 13.44572 20.04108  0.12
H34 15.17178 14.99274 19.69128  0.10
H35 16.52531 13.98208 17.80550  0.07
H36 14.93114 14.45012 17.28051  0.05
H37 15.20042 12.74600 17.79676  0.07
H38 13.56388 11.60088 21.67210  0.06
H39 12.91114 12.57978 22.98940  0.06
H40 14.72339 12.73034 22.49126  0.07
O16 22.77506 8.85218 15.53998  -0.28
S6 21.89954 8.47779 14.48952  0.64
O17 20.80855 7.53682 14.79024  -0.29
O18 21.28186 9.87496 13.85172  -0.28
C16 20.42597 9.72302 12.69606  -0.26
C17 19.72087 11.03794 12.49264  -0.05
C18 23.04803 8.02509 13.11296  -0.10
H41 19.72496 8.91428 12.90248  0.11
H42 21.08255 9.41038 11.88410  0.11
H43 18.93615 11.02090 11.73632  0.07
H44 20.33208 11.87440 12.15372  0.06
H45 19.39786 11.42110 13.46060  0.06
H46 22.49523 7.53746 12.31000  0.06
H47 23.70748 7.29600 13.58376  0.06
H48 23.65919 8.85002 12.74682  0.08
O19 10.79651 9.88517 10.55410  -0.29
S7 11.38858 11.12732 10.99540  0.67
O20 11.74639 12.19744 10.05406  -0.30
O21 10.26503 11.85040 12.00428  -0.27
C19 10.03044 11.42934 13.34488  -0.33
C20 9.23316 10.22594 13.52190  -0.08
C21 12.79653 10.77218 12.07602  -0.15
H49 9.58623 12.28918 13.84632  0.12
H50 10.98669 11.17444 13.80174  0.10
H51 9.21040 9.87186 14.55254  0.09
H52 9.83758 9.43692 13.07442  0.08
H53 8.23769 10.32728 13.08960  0.10
H54 12.62854 9.87564 12.67280  0.06
H55 12.89365 11.57554 12.80628  0.04
H56 13.65753 10.71536 11.41004  0.05
O22 20.92664 16.95312 7.89248  -0.32
S8 20.74230 15.61358 8.51484  0.71
O23 21.41042 14.42430 7.94188  -0.33
O24 21.15506 15.71294 10.10876  -0.28
C22 21.30171 14.48836 10.79564  -0.29
C23 20.63462 14.78872 12.15534  -0.06
C24 18.91859 15.22242 8.66726  -0.12
H57 22.38714 14.44594 10.88584  0.12
H58 21.00711 13.55086 10.32408  0.10
H59 21.04114 15.72642 12.53424  0.08
H60 20.92463 13.98864 12.83640  0.07
H61 19.56065 14.97412 12.13782  0.05
H62 18.64596 14.80116 7.69962  0.06
H63 18.32433 16.11574 8.85942  0.06
H64 18.72815 14.54556 9.50014  -0.01
O25 19.07550 17.81618 20.96814  -0.29
S9 19.01445 16.55324 20.23710  0.70
O26 17.80636 15.76670 20.19738  -0.30
O27 19.55987 16.68550 18.61300  -0.28
C25 18.63275 17.01750 17.59212  -0.31
C26 19.32224 17.36786 16.30314  -0.05
C27 20.42897 15.50314 20.81314  -0.09
H65 18.09307 17.89392 17.95090  0.11
H66 17.90426 16.23050 17.39706  0.09
H67 18.66810 17.97587 15.67822  0.07
H68 19.54629 16.46020 15.74274  0.07
H69 20.26027 17.89914 16.46418  0.09
H70 21.35563 15.92086 20.41956  0.07
H71 20.35452 14.46692 20.48332  0.04
H72 20.49785 15.52938 21.90064  0.07
C28 15.02372 8.98830 9.17994  -0.12
C29 16.11632 9.88184 9.57518  -0.28
C30 16.67359 10.53036 8.32176  -0.19
C31 17.80135 11.43080 8.54184  -0.20
N1 18.72710 12.15356 8.66163  0.17
H73 15.29010 8.20225 8.47333  0.08
H74 14.14388 9.44102 8.72275  0.09
H75 14.63986 8.50118 10.07630  0.08
H76 16.85881 9.45082 10.24676  0.12
H77 15.80778 10.72596 10.19192  0.09
H78 15.91437 11.10646 7.79280  0.13
H79 17.11859 9.78452 7.66314  0.12
C32 18.08604 9.62609 16.23364  -0.09
C33 16.98254 8.62883 16.65261  -0.21
C34 15.58831 9.19928 16.33686  -0.17
C35 15.30896 9.44324 14.87530  -0.15
N2 15.01515 9.62200 13.73570  0.16
H80 17.96109 10.61126 16.68302  0.06
H81 18.09689 9.83062 15.16304  0.06
H82 19.11261 9.47250 16.56628  0.07
H83 17.02379 8.52268 17.73664  0.11
H84 17.06167 7.64310 16.19414  0.11
H85 15.37425 10.14765 16.82970  0.10
H86 14.87187 8.42516 16.61172  0.12
C36 17.74300 13.58092 14.84014  -0.08
C37 16.30364 13.08218 14.60664  -0.21
C38 16.12138 12.33704 13.28880  -0.18
C39 16.63787 12.93830 12.02720  -0.20
N3 17.04986 13.42350 11.07250  0.19
H87 18.26011 14.11852 14.04534  0.07
H88 18.36093 12.75744 15.19808  0.05
H89 17.73470 14.39574 15.56408  0.05
H90 15.82093 14.05946 14.60146  0.08
H91 15.92975 12.52808 15.46762  0.09
H92 15.08509 12.12430 13.02618  0.07
H93 16.74655 11.44464 13.31864  0.08